Computed, not measured: a molecular structure, C12H15MnN3O2S2, with ωB97M-V with the def2-TZVPD basis set.

Calculated values
- Kohn-Sham gap (alpha / beta) (eV) = 6.6 / 7.4
- net charge = +1
- HOMO (alpha / beta) (eV) = -11.376 / -11.475
- multiplicity = 5

Element x y z (Å)
Mn  0.1552  0.6752  -0.1865
N  3.6278  0.4259  2.3115
C  2.4071  0.4755  1.7470
S  2.3870  0.4131  -0.0108
N  1.3680  0.5698  2.5120
N  0.1743  0.6256  1.7899
C  -0.8891  0.6406  2.5288
C  -2.2530  0.6046  2.0898
C  -3.2648  0.6550  3.0643
C  -4.5890  0.5726  2.7016
C  -4.9176  0.4269  1.3522
C  -3.9436  0.3737  0.3740
C  -2.5986  0.4635  0.7368
O  -1.6686  0.4201  -0.2178
H  4.4494  0.2739  1.7581
H  3.7004  0.4162  3.3145
H  -0.6985  0.6655  3.5985
H  -2.9834  0.7546  4.1052
H  -5.3655  0.6092  3.4518
H  -5.9577  0.3472  1.0625
H  -4.1998  0.2433  -0.6686
O  0.1835  1.6096  -1.8549
S  -0.3412  2.8186  -2.6431
C  -2.0891  2.4173  -2.9476
C  -2.9356  3.4572  -2.2148
C  -2.1657  3.8180  -0.9481
C  -0.7404  4.0819  -1.4190
H  -2.1843  1.4254  -2.5018
H  -2.2571  2.3545  -4.0202
H  -3.9270  3.0572  -2.0059
H  -3.0674  4.3435  -2.8385
H  -2.1846  2.9869  -0.2397
H  -2.5768  4.6933  -0.4479
H  0.0450  4.0359  -0.6638
H  -0.6456  5.0363  -1.9423

Here are the natural (NBO) charges for atoms 1 to 6, given in e:
1. Mn 1.54
2. N -0.77
3. C 0.29
4. S -0.22
5. N -0.40
6. N -0.40

=====

Computed, not measured: a molecular structure, C31H45BrN3O3PdS, with ωB97M-V with the def2-TZVPD basis set.

Calculated values
- Kohn-Sham gap (alpha / beta) (eV) = 4.8 / 6.8
- net charge = -1
- HOMO (alpha / beta) (eV) = -2.300 / -4.918
- multiplicity = 3
- energy relative to the best compared isomer or geometry (same formula, charge and spin) (kcal/mol) = 0.0

Element x y z (Å)
Pd  0.5715  0.5633  -0.3417
C  -0.3683  -3.5906  5.9802
C  -1.5750  -3.2374  5.0966
C  -2.4629  -4.4744  4.9750
C  -2.3934  -2.1327  5.7846
C  -1.0794  -2.7528  3.7311
C  -0.3577  -1.5682  3.6258
C  0.1112  -1.1663  2.3990
Br  1.1098  0.4670  2.3313
C  -0.0685  -1.8594  1.1781
O  0.4912  -1.4630  0.0579
C  -0.8521  -3.0416  1.2851
C  -1.2998  -3.4443  2.5466
C  -1.2850  -3.9336  0.0931
C  -0.8218  -3.4641  -1.2928
C  -2.8237  -3.9750  0.0493
C  -0.7438  -5.3562  0.3010
H  -0.6966  -3.9194  6.9744
H  0.2891  -2.7252  6.1040
H  0.2174  -4.3944  5.5237
H  -2.8145  -4.7707  5.9680
H  -1.9184  -5.3210  4.5466
H  -3.3390  -4.2728  4.3513
H  -2.7805  -2.4863  6.7471
H  -3.2389  -1.8368  5.1568
H  -1.7880  -1.2425  5.9720
H  -0.1424  -0.9517  4.4923
H  -1.8723  -4.3652  2.5946
H  -1.1440  -2.4468  -1.4959
H  -1.2630  -4.1289  -2.0468
H  0.2629  -3.4947  -1.3903
H  -3.2203  -2.9651  -0.0881
H  -3.2504  -4.3848  0.9676
H  -3.1600  -4.5960  -0.7896
H  0.3473  -5.3386  0.3746
H  -1.0234  -5.9911  -0.5475
H  -1.1383  -5.8161  1.2123
O  -1.4143  1.4893  0.4839
C  -0.9646  2.5835  -0.0166
N  0.2457  2.5297  -0.6626
C  0.5432  3.7372  -1.2745
O  1.5282  3.9629  -2.0168
C  -0.5330  4.6403  -0.8885
C  -0.7407  5.9962  -1.1538
C  -1.8730  6.6096  -0.6549
C  -2.8244  5.8791  0.1050
C  -2.6377  4.5422  0.3818
C  -1.4803  3.9118  -0.1024
H  -0.0184  6.5536  -1.7418
H  -2.0399  7.6640  -0.8417
H  -3.7105  6.3838  0.4685
H  -3.3671  3.9789  0.9546
C  3.3101  2.2608  -3.9028
N  4.0458  1.3805  -2.9799
C  4.3111  0.0634  -3.5442
C  3.7944  1.4988  -1.6225
S  3.3530  0.1636  -0.6589
N  3.9320  2.7293  -1.1224
C  4.5355  3.8335  -1.8586
C  3.4312  3.1099  0.1910
H  2.6053  1.6587  -4.4829
H  3.9905  2.7561  -4.6031
H  2.7336  3.0020  -3.3527
H  4.7633  0.2120  -4.5286
H  3.3990  -0.5321  -3.6528
H  5.0005  -0.4885  -2.9124
H  5.1664  3.4544  -2.6557
H  5.1536  4.4026  -1.1613
H  3.7608  4.4848  -2.2639
H  2.7170  2.3865  0.5426
H  2.9385  4.0787  0.1059
H  4.2570  3.1729  0.9055
C  -0.7850  0.7133  -4.4969
C  -0.9086  0.8395  -2.9766
C  -2.1431  0.1001  -2.4635
C  0.3757  0.3315  -2.3500
H  -1.6978  1.0703  -4.9840
H  -0.6231  -0.3308  -4.7915
H  0.0532  1.3113  -4.8687
H  -1.0230  1.8959  -2.7426
H  -2.1376  -0.9428  -2.8030
H  -3.0573  0.5732  -2.8322
H  -2.1738  0.1162  -1.3739
H  1.2382  0.8554  -2.7474
H  0.4917  -0.7458  -2.4795

Here are the natural (NBO) charges for atoms 1 to 6, given in e:
1. Pd 1.06
2. C -0.59
3. C -0.07
4. C -0.60
5. C -0.60
6. C -0.09

=====

Computed, not measured: 6 unconnected molecules or ions with the total composition C41H60N8O6 in a non-equilibrium geometry, with ωB97M-V with the def2-TZVPD basis set.

Calculated values
- Kohn-Sham gap (eV) = 2.8
- net charge = +4
- HOMO (eV) = -13.017

Element x y z (Å)
N  -2.3001  7.7071  5.9885
O  -2.5398  8.8806  5.5833
O  -2.6981  7.4933  7.1326
O  -1.7676  6.8629  5.2491
C  1.6749  5.5690  4.8119
C  2.1686  4.1741  4.4647
C  3.7039  4.2066  4.3327
C  4.4960  2.8992  4.1861
C  4.0868  2.1005  5.4690
C  2.6022  1.9479  5.8682
N  1.7738  3.1858  5.5857
O  0.5330  3.1335  5.9021
C  2.6313  1.5872  7.3667
C  2.0877  0.7598  5.0398
C  1.5547  3.6881  3.1317
H  2.2097  6.0109  5.6502
H  0.5979  5.6146  4.9749
H  1.8538  6.1783  3.9243
H  4.0751  4.7511  5.2025
H  3.9363  4.8443  3.4772
H  5.5083  3.2962  4.2516
H  4.3808  2.3046  3.2811
H  4.6260  2.5429  6.3101
H  4.5685  1.1222  5.4786
H  3.2781  0.7514  7.6335
H  1.6857  1.2509  7.7948
H  2.9283  2.4515  7.9610
H  2.5863  -0.1901  5.2151
H  2.0686  0.9624  3.9679
H  1.0198  0.6800  5.2564
H  0.4877  3.5047  3.2576
H  2.0451  2.7363  2.9242
H  1.7976  4.2957  2.2611
C  -2.8240  17.1277  7.6196
N  -3.4420  15.7894  7.6556
C  -3.4591  15.1312  8.8694
C  -3.9120  13.8236  8.9381
C  -4.4872  13.2647  7.7984
C  -4.3910  13.9513  6.5981
C  -3.8298  15.1844  6.5384
C  -5.0420  11.8722  7.7620
C  -5.9544  11.5232  8.8120
C  -6.6454  10.3299  8.7007
N  -6.2317  9.4168  7.7658
C  -5.3108  9.6606  6.8575
C  -4.7635  10.9491  6.7837
C  -6.9409  8.1063  7.7487
H  -2.0053  17.0866  8.3352
H  -3.5099  17.8669  8.0356
H  -2.5719  17.4144  6.6020
H  -3.2826  15.7423  9.7430
H  -3.9308  13.3100  9.8892
H  -4.8125  13.4873  5.7178
H  -3.7700  15.8104  5.6591
H  -6.2552  12.2034  9.5956
H  -7.5236  10.0856  9.2801
H  -5.0173  8.9631  6.0866
H  -4.0528  11.1166  5.9864
H  -6.3715  7.3006  7.2879
H  -7.8917  8.2985  7.2577
H  -6.8513  7.8222  8.7970
C  -3.3186  4.4144  4.4455
N  -3.1807  4.9865  3.0917
C  -1.9728  5.2343  2.5938
C  -1.8327  5.7586  1.3078
C  -2.9739  5.8024  0.4820
C  -4.2191  5.5349  1.0588
C  -4.3060  5.2742  2.4097
C  -2.8655  6.0886  -0.9772
C  -3.8075  5.5600  -1.9033
C  -3.7212  5.9489  -3.2333
N  -2.9044  6.9950  -3.5595
C  -1.8855  7.4110  -2.7598
C  -1.8760  6.9216  -1.4599
C  -3.1066  7.7327  -4.8658
H  -3.6961  3.3993  4.3327
H  -3.9809  5.0913  4.9817
H  -2.3782  4.4036  4.9928
H  -1.1223  4.9388  3.1899
H  -0.8700  5.8171  0.8216
H  -5.1464  5.6258  0.5118
H  -5.2668  4.9829  2.8088
H  -4.6290  4.9101  -1.6396
H  -4.3766  5.5955  -4.0159
H  -1.4664  8.3565  -3.0720
H  -1.0796  7.2940  -0.8310
H  -4.1474  7.6237  -5.1630
H  -2.4111  7.3154  -5.5918
H  -2.9257  8.7997  -4.7491
C  0.6593  9.2896  7.3833
C  -0.1335  10.3271  8.1908
N  0.7001  11.4589  8.5600
C  2.0919  11.5131  8.6790
C  2.4008  12.7391  9.1882
N  1.2208  13.4573  9.3724
C  0.2190  12.6490  9.0101
C  1.1026  14.7964  9.9303
H  1.2762  9.7877  6.6319
H  0.0453  8.5471  6.8815
H  1.3986  8.8321  8.0410
H  -0.4972  9.8604  9.1076
H  -1.0410  10.5963  7.6489
H  2.7142  10.6956  8.3549
H  3.3370  13.0846  9.5974
H  -0.8405  12.8465  9.0265
H  1.5680  14.9182  10.9073
H  0.0551  15.0635  10.0667
H  1.5236  15.5503  9.2659
C  0.4948  5.9209  7.9701
C  0.9309  5.1767  9.2714
O  0.9227  5.8544  10.2954
O  1.0749  3.9465  9.1105
H  -0.3661  6.5521  8.1842
H  0.2577  5.2225  7.1700
H  1.3621  6.5042  7.6573

Here are the Mulliken charges for atoms 1 to 6, given in e:
1. N 0.87
2. O -0.62
3. O -0.62
4. O -0.54
5. C -1.81
6. C 1.93

=====

Computed, not measured: a single C17H22N2O5S molecule in a non-equilibrium geometry, with ωB97M-V with the def2-TZVPD basis set.

Calculated values
- Kohn-Sham gap (eV) = 9.3
- HOMO (eV) = -8.720
- energy relative to the best compared isomer or geometry (same formula, charge and spin) (kcal/mol) = 10.5

Element x y z (Å)
C  3.4283  4.9635  2.3445
H  3.7918  4.5786  1.3950
C  3.6563  3.9340  3.4415
H  4.7187  3.6776  3.5053
H  3.3014  4.2993  4.4074
O  2.9076  2.7404  3.1983
C  3.4427  1.8477  2.3576
O  4.5242  1.9650  1.8486
C  2.4968  0.6777  2.1527
C  3.1578  -0.4321  1.3370
C  2.1654  -1.5719  1.1177
N  0.9384  -1.1157  0.4974
S  0.9920  -0.9107  -1.1704
O  1.8633  -1.9187  -1.6962
O  1.2224  0.4568  -1.5504
C  -0.6992  -1.3287  -1.5735
C  -1.1183  -2.6256  -1.3454
C  -2.4197  -3.0067  -1.6362
C  -3.2697  -2.0441  -2.1581
C  -2.8396  -0.7278  -2.3894
C  -1.5456  -0.3617  -2.0976
H  -1.1670  0.6335  -2.2679
C  -3.9857  0.0440  -2.9553
C  -5.1035  -0.9878  -3.0087
O  -6.2368  -0.8369  -3.3918
N  -4.5941  -2.1711  -2.5271
C  -5.3658  -3.3811  -2.4365
H  -4.9197  -4.1678  -3.0474
H  -6.3655  -3.1569  -2.8071
H  -5.4296  -3.7201  -1.4009
H  -4.2830  0.8901  -2.3338
H  -3.7853  0.4308  -3.9557
H  -2.7530  -4.0174  -1.4645
H  -0.4067  -3.3295  -0.9462
C  0.2949  -0.0252  1.1955
C  1.2344  1.1595  1.4264
H  0.7285  1.9262  2.0144
H  1.5102  1.5754  0.4561
H  -0.0708  -0.4121  2.1534
H  -0.5621  0.2805  0.5918
H  1.9014  -2.0411  2.0720
H  2.5865  -2.3246  0.4513
H  3.4624  -0.0308  0.3690
H  4.0477  -0.8014  1.8478
H  2.2130  0.3027  3.1433
H  3.9661  5.8763  2.5835
H  2.3684  5.1880  2.2524

Here are the natural (NBO) charges for atoms 1 to 6, given in e:
1. C -0.63
2. H 0.22
3. C -0.08
4. H 0.20
5. H 0.19
6. O -0.51

=====

Calculated calculated total energy, -74238.48253 -127849.15673 -67651.44227 -42040.04521 eV (same order as the records).
Calculated M, 352.3 726.1 761.0 366.4 g mol⁻¹ (same order as the records).